[1]
Below is C24H51N6O6P3PbS as an isolated structure, with properties calculated with ωB97M-V/def2-TZVPD.

* energy above the lowest of the compared OMol25 structures with the same formula, charge and spin: 0.0 kcal per mole
* charge: +4
* E_HOMO (spin up / spin down): -18.519 / -18.896 eV
* Kohn-Sham gap (spin up / spin down): 6.18 / 5.53 eV
* total energy: -3338.9643 Ha

XYZ file:
```
92
C24H51N6O6P3PbS ωB97M-V/def2-TZVPD
Pb -0.73 -0.73 -0.80
C -1.02 -1.10 6.07
C 0.18 -0.89 5.18
C 1.12 0.18 5.66
O -0.37 -0.48 3.83
P 0.19 -0.93 2.47
O -0.73 -0.34 1.40
C 1.87 -0.35 2.23
P 2.59 -0.59 0.58
O 1.51 -0.67 -0.49
O 3.44 -1.85 0.74
C 4.48 -2.35 -0.23
C 5.77 -2.44 0.53
C 3.98 -3.67 -0.76
O 3.58 0.58 0.30
C 3.21 1.99 0.08
C 3.63 2.35 -1.32
C 3.90 2.80 1.15
O 0.36 -2.47 2.37
C -0.59 -3.51 2.90
C -1.57 -3.83 1.80
C 0.26 -4.67 3.33
H -0.69 -1.48 7.03
H -1.72 -1.81 5.65
H -1.53 -0.15 6.24
H 0.70 -1.84 5.01
H 0.61 1.15 5.70
H 2.02 0.27 5.05
H 1.44 -0.06 6.68
H 2.52 -0.90 2.92
H 1.93 0.71 2.49
H 4.54 -1.60 -1.02
H 5.69 -3.14 1.36
H 6.07 -1.46 0.92
H 6.56 -2.80 -0.13
H 3.88 -4.40 0.05
H 4.69 -4.07 -1.48
H 3.01 -3.56 -1.25
H 2.12 2.06 0.18
H 4.71 2.21 -1.44
H 3.41 3.40 -1.52
H 3.12 1.73 -2.06
H 4.98 2.63 1.12
H 3.54 2.55 2.15
H 3.73 3.86 0.98
H -1.10 -3.06 3.75
H -1.06 -4.25 0.93
H -2.14 -2.95 1.51
H -2.28 -4.58 2.16
H 0.79 -5.10 2.48
H -0.37 -5.44 3.77
H 0.99 -4.37 4.08
N -3.95 -3.41 -1.20
C -3.12 -2.62 -1.12
H -4.68 -4.10 -1.28
C -5.28 3.79 -0.12
N -4.94 2.95 1.04
C -4.35 3.71 2.14
N -3.11 4.18 1.53
C -3.36 5.05 0.38
N -4.05 4.33 -0.69
C -3.22 3.29 -1.27
P -2.64 1.99 -0.06
C -4.33 1.69 0.74
C -2.11 3.16 1.31
H -5.92 4.61 0.21
H -5.81 3.19 -0.85
H -4.16 3.07 3.00
H -4.99 4.55 2.41
H -2.41 5.44 0.01
H -3.98 5.89 0.70
H -2.34 3.75 -1.73
H -3.77 2.79 -2.08
H -4.21 1.10 1.64
H -4.96 1.14 0.03
H -1.18 3.64 1.01
H -1.93 2.59 2.23
C -1.56 0.91 -7.45
N -0.46 -0.01 -7.17
C 0.19 -0.76 -8.27
C 1.25 -1.61 -7.55
N 1.02 -1.26 -6.14
C 0.06 -0.35 -6.00
S -0.46 0.35 -4.51
H -1.34 1.43 -8.38
H -1.65 1.63 -6.64
H -2.49 0.35 -7.56
H 0.61 -0.04 -8.97
H -0.56 -1.35 -8.79
H 2.27 -1.35 -7.84
H 1.10 -2.68 -7.70
H 1.59 -1.57 -5.37
```

Taken from the Löwdin analysis, the atomic charges in e are:
1 Pb 1.332
2 C -0.022
3 C -0.379
4 C -0.023
5 O -0.164
6 P 0.457
7 O -0.527
8 C -0.183
9 P 0.474
10 O -0.511
11 O -0.160
12 C -0.382
13 C -0.020
14 C -0.030
15 O -0.157
16 C -0.421
17 C -0.026
18 C -0.020
19 O -0.178
20 C -0.383
21 C -0.044
22 C -0.013
23 H 0.110
24 H 0.082
25 H 0.100
26 H 0.137
27 H 0.101
28 H 0.073
29 H 0.111
30 H 0.106
31 H 0.090
32 H 0.138
33 H 0.101
34 H 0.092
35 H 0.106
36 H 0.098
37 H 0.103
38 H 0.076
39 H 0.126
40 H 0.105
41 H 0.099
42 H 0.077
43 H 0.107
44 H 0.080
45 H 0.102
46 H 0.128
47 H 0.096
48 H 0.049
49 H 0.108
50 H 0.098
51 H 0.109
52 H 0.092
53 N 0.138
54 C -0.109
55 H 0.119
56 C -0.098
57 N -0.042
58 C -0.086
59 N -0.066
60 C -0.110
61 N -0.127
62 C -0.314
63 P 1.002
64 C -0.249
65 C -0.275
66 H 0.156
67 H 0.152
68 H 0.153
69 H 0.160
70 H 0.150
71 H 0.155
72 H 0.102
73 H 0.102
74 H 0.110
75 H 0.114
76 H 0.111
77 H 0.103
78 C 0.002
79 N -0.109
80 C -0.040
81 C -0.059
82 N 0.057
83 C -0.701
84 S 0.844
85 H 0.117
86 H 0.072
87 H 0.118
88 H 0.150
89 H 0.149
90 H 0.138
91 H 0.137
92 H 0.154

[2]
Below is C4H9NO2 as an isolated structure at a distorted geometry, with properties calculated with ωB97M-V/def2-TZVPD.

* energy above the lowest of the compared OMol25 structures with the same formula, charge and spin: 145.0 kcal per mole
* E_HOMO: -9.069 eV
* Kohn-Sham gap: 9.53 eV
* total energy: -362.8545 Ha

XYZ file:
```
16
C4H9NO2 ωB97M-V/def2-TZVPD
O -0.58 0.44 2.69
C -0.38 -0.26 1.64
C -1.01 0.01 0.17
C 0.84 -0.02 0.01
C 1.03 -0.23 -1.62
O 1.08 -1.55 -2.07
N -1.72 1.32 0.26
H -0.10 -1.33 1.74
H -1.43 -0.88 -0.33
H 1.76 -0.36 0.61
H 0.91 0.97 0.42
H 1.99 0.26 -1.68
H 0.36 0.39 -2.22
H 0.64 -2.01 -1.20
H -2.36 1.26 1.03
H -1.03 2.00 0.58
```

Taken from the natural (NBO) analysis, the atomic charges in e are:
1 O -0.599
2 C 0.338
3 C -0.043
4 C -0.541
5 C -0.047
6 O -0.687
7 N -0.834
8 H 0.131
9 H 0.223
10 H 0.282
11 H 0.228
12 H 0.164
13 H 0.175
14 H 0.463
15 H 0.379
16 H 0.368

[3]
Below is C10H20GaO5 as an isolated structure at a distorted geometry, with properties calculated with ωB97M-V/def2-TZVPD.

* energy above the lowest of the compared OMol25 structures with the same formula, charge and spin: 12.5 kcal per mole
* charge: +3
* E_HOMO: -22.702 eV
* Kohn-Sham gap: 10.42 eV
* total energy: -2692.8828 Ha

XYZ file:
```
36
C10H20GaO5 ωB97M-V/def2-TZVPD
Ga -0.14 -0.09 -0.53
C 0.01 -3.02 -0.27
C -1.29 -2.67 0.39
O -1.64 -1.31 -0.08
C -2.63 -0.69 0.82
C -1.83 -0.08 1.94
O -0.78 0.69 1.26
C -0.87 2.15 1.36
C -1.17 2.63 -0.04
O -0.32 1.83 -0.93
C 0.89 2.49 -1.49
C 2.07 1.75 -0.92
O 1.71 0.35 -1.10
C 2.77 -0.62 -0.79
C 2.10 -1.96 -0.91
O 0.82 -1.80 -0.21
H -0.11 -3.30 -1.32
H 0.53 -3.81 0.26
H -1.19 -2.64 1.47
H -2.09 -3.34 0.10
H -3.35 -1.44 1.14
H -3.15 0.06 0.22
H -1.34 -0.79 2.60
H -2.45 0.59 2.54
H 0.05 2.52 1.80
H -1.70 2.41 2.02
H -0.94 3.68 -0.18
H -2.20 2.45 -0.34
H 0.88 3.54 -1.20
H 0.82 2.40 -2.57
H 2.26 1.94 0.14
H 2.97 1.97 -1.49
H 3.16 -0.40 0.21
H 3.57 -0.51 -1.53
H 2.68 -2.74 -0.41
H 1.90 -2.23 -1.94
```

Taken from the natural (NBO) analysis, the atomic charges in e are:
1 Ga 2.169
2 C -0.100
3 C -0.096
4 O -0.640
5 C -0.102
6 C -0.103
7 O -0.647
8 C -0.099
9 C -0.093
10 O -0.660
11 C -0.088
12 C -0.102
13 O -0.648
14 C -0.092
15 C -0.098
16 O -0.641
17 H 0.235
18 H 0.269
19 H 0.226
20 H 0.274
21 H 0.272
22 H 0.237
23 H 0.242
24 H 0.262
25 H 0.243
26 H 0.256
27 H 0.264
28 H 0.239
29 H 0.261
30 H 0.257
31 H 0.224
32 H 0.270
33 H 0.236
34 H 0.267
35 H 0.269
36 H 0.234

[4]
Below is a 2-piece molecular cluster, C4H8Cl2N overall at a distorted geometry, with properties calculated with ωB97M-V/def2-TZVPD.

* energy above the lowest of the compared OMol25 structures with the same formula, charge and spin: 100.1 kcal per mole
* charge: +1
* E_HOMO (spin up / spin down): -12.392 / -14.138 eV
* Kohn-Sham gap (spin up / spin down): 7.34 / 9.51 eV
* total energy: -1131.8882 Ha

XYZ file:
```
15
C4H8Cl2N ωB97M-V/def2-TZVPD
C 1.89 -1.10 1.16
C 0.68 -0.77 1.95
C 1.31 0.28 1.28
C -0.20 0.78 -1.23
N -1.66 0.81 -0.69
Cl -0.88 -1.42 1.29
Cl 1.78 1.78 1.51
H 2.71 -1.47 1.80
H 1.99 -1.55 0.28
H 0.66 -0.90 3.00
H 0.02 -0.15 -1.59
H 0.24 1.73 -1.19
H -1.86 1.78 -0.52
H -1.43 0.32 0.22
H -2.45 0.47 -1.18
```

Taken from the natural (NBO) analysis, the atomic charges in e are:
1 C -0.446
2 C -0.233
3 C -0.091
4 C -0.111
5 N -0.765
6 Cl -0.063
7 Cl 0.201
8 H 0.248
9 H 0.241
10 H 0.256
11 H 0.207
12 H 0.215
13 H 0.432
14 H 0.464
15 H 0.445

[5]
Below is C5H6O2 as an isolated structure, with properties calculated with ωB97M-V/def2-TZVPD.

* energy above the lowest of the compared OMol25 structures with the same formula, charge and spin: 140.5 kcal per mole
* E_HOMO: -8.333 eV
* Kohn-Sham gap: 9.02 eV
* total energy: -344.3780 Ha

XYZ file:
```
13
C5H6O2 ωB97M-V/def2-TZVPD
O 0.83 1.74 0.56
C 1.44 0.70 0.09
C 0.81 -0.38 -0.68
O 0.98 -0.79 0.71
C -0.92 -0.78 0.64
C -1.33 0.49 0.26
C -0.70 -0.43 -0.78
H 2.53 0.71 0.14
H 1.40 -0.95 -1.40
H -1.20 -1.63 1.25
H -2.34 0.86 0.32
H -0.30 1.40 0.49
H -1.21 -0.92 -1.60
```

Taken from the natural (NBO) analysis, the atomic charges in e are:
1 O -0.668
2 C 0.417
3 C -0.006
4 O -0.538
5 C 0.153
6 C -0.593
7 C -0.304
8 H 0.172
9 H 0.202
10 H 0.233
11 H 0.265
12 H 0.442
13 H 0.224